{
  "formula": "C3H4Br2N2",
  "method": "wB97M-V/def2-TZVPD",
  "smiles": "[H]/N=C\\Br.N=C=CBr",
  "lumo_energy_ev": 0.010,
  "charge": 0,
  "max_force_ev_per_a": 3.795,
  "de_lowest_kcal_mol": 37.7,
  "elements": ["C", "C", "C", "N", "N", "Br", "Br", "H", "H", "H", "H"],
  "xyz": [[1.677812, -0.210158, -1.110310], [1.508268, 1.075649, -0.920893], [-2.052325, 0.172677, 1.193840], [1.741581, -1.411496, -0.971486], [-1.456219, -0.739099, 1.699520], [1.264068, 1.870536, 0.801662], [-2.879236, -0.087783, -0.580975], [1.257135, 1.689537, -1.729825], [-2.600984, 1.045732, 1.613676], [2.653073, -1.908169, -1.141423], [-1.113168, -1.497427, 1.146217]],
  "forces_ev_per_a": [[0.3, 0.7, 1.7], [-0.3, -0.5, 0.3], [-3.2, 1.2, -1.5], [0.9, -1.5, -1.1], [2.1, -0.5, 2.4], [0.3, -0.4, -0.5], [0.2, 0.3, -0.5], [-0.2, 0.9, -0.9], [1.1, -0.6, 0.1], [-1.0, 0.8, 0.4], [-0.1, -0.5, -0.5]]
}

{
  "formula": "C3H4Br2N2",
  "method": "wB97M-V/def2-TZVPD",
  "lumo_energy_ev": 0.058,
  "charge": 0,
  "max_force_ev_per_a": 3.754,
  "de_lowest_kcal_mol": 51.7,
  "elements": ["C", "C", "C", "N", "N", "Br", "Br", "H", "H", "H", "H"],
  "xyz": [[1.428043, 1.111073, -0.554357], [-1.354645, -1.146152, 0.080136], [1.105577, 1.518827, 0.670611], [1.938085, 1.171082, -1.654221], [-1.133315, -2.373133, 0.322766], [-0.212064, 2.876601, 0.861652], [1.379747, 0.369843, 2.069592], [-2.284240, -0.635224, 0.198065], [-0.527564, -0.623614, -0.195175], [1.464693, 0.736945, -2.503575], [-1.804317, -3.006247, 0.704507]],
  "forces_ev_per_a": [[0.0, 1.7, 0.4], [-1.6, -3.1, 1.3], [-0.6, -0.5, -1.3], [-0.6, -0.9, -1.7], [1.5, 0.7, -0.4], [0.4, -0.1, -0.1], [0.3, -0.6, 1.1], [-0.8, 0.4, 0.1], [2.1, 1.8, -1.1], [0.7, 0.4, 1.6], [-1.2, 0.2, 0.0]]
}

{
  "formula": "C3H4BrClN2O",
  "method": "wB97M-V/def2-TZVPD",
  "lumo_energy_ev": -0.686,
  "charge": 0,
  "max_force_ev_per_a": 2.429,
  "de_lowest_kcal_mol": 63.4,
  "elements": ["C", "C", "C", "N", "N", "O", "Cl", "Br", "H", "H", "H", "H"],
  "xyz": [[0.130409, -0.904208, 1.437649], [-1.006429, 0.340608, -0.305609], [0.338919, 0.286025, -1.000649], [-0.839249, -0.174145, 1.057731], [0.906370, -0.893682, -0.815011], [0.772028, -1.543928, 2.154198], [2.508559, -1.150633, -1.304679], [1.407233, 1.991696, 0.092832], [-1.373836, 1.363457, -0.250718], [-1.730147, -0.284820, -0.838484], [0.364656, 0.765603, -1.978454], [-1.478509, 0.204023, 1.751198]],
  "forces_ev_per_a": [[2.0, -1.1, -0.7], [0.2, 0.0, -0.6], [0.3, 0.1, -0.5], [-1.0, 0.6, -0.1], [-0.9, -0.3, 2.1], [-0.7, 0.7, -0.5], [-0.3, 0.3, -0.1], [-0.1, 0.0, 0.0], [0.1, -0.1, 0.1], [0.1, 0.0, 0.1], [0.1, 0.2, 0.1], [0.3, -0.2, 0.2]]
}

{
  "formula": "C3H4BrClS",
  "method": "wB97M-V/def2-TZVPD",
  "lumo_energy_ev": [-0.824, -0.824],
  "charge": 0,
  "max_force_ev_per_a": 1.891,
  "de_lowest_kcal_mol": 81.8,
  "elements": ["C", "C", "C", "S", "Cl", "Br", "H", "H", "H", "H"],
  "xyz": [[0.116020, 1.136691, 0.349952], [-2.371511, 1.785577, 0.670617], [1.537801, -1.217907, -0.767279], [0.500064, 0.362972, -1.003589], [-3.041000, 1.065898, -0.703936], [-2.389023, 0.567235, 2.121437], [0.557236, 0.802299, 1.306000], [2.441800, -1.331622, -1.403196], [0.836827, -2.018295, -0.879538], [1.811786, -1.152848, 0.309533]],
  "forces_ev_per_a": [[0.3, -0.3, 0.1], [0.5, 0.9, 0.2], [0.4, 1.3, 1.3], [0.4, -0.6, -0.2], [-0.3, -0.4, -0.5], [0.0, -0.5, 0.3], [-0.1, 0.0, -0.3], [-0.8, 0.4, 0.3], [-0.3, -0.6, -0.3], [0.1, -0.2, -0.8]]
}

{
  "formula": "C3H4BrF3O",
  "method": "wB97M-V/def2-TZVPD",
  "smiles": "O[C@H](Br)[C@H](F)C(F)F",
  "lumo_energy_ev": 0.484,
  "charge": 0,
  "max_force_ev_per_a": 4.034,
  "de_lowest_kcal_mol": 18.1,
  "elements": ["C", "C", "C", "O", "F", "F", "F", "Br", "H", "H", "H", "H"],
  "xyz": [[0.222923, 0.698340, 0.364702], [0.780010, -0.433106, -0.536194], [-1.315061, 0.605632, 0.348824], [0.331268, -1.678883, -0.092276], [0.610809, 0.597957, 1.638300], [-1.836894, 0.718045, -0.885795], [-1.884160, -0.553195, 0.827050], [2.781294, -0.340681, -0.122781], [0.438400, 1.722482, -0.207084], [0.835637, -0.340363, -1.592397], [-1.728603, 1.375234, 0.934146], [0.764373, -2.371461, -0.676500]],
  "forces_ev_per_a": [[-1.6, 0.3, -3.7], [1.6, -1.0, 2.7], [-0.9, -1.0, 0.3], [0.8, -0.3, -1.6], [0.4, 0.3, 0.4], [0.5, 0.4, -1.0], [1.0, 0.3, 0.2], [0.0, 0.0, -0.3], [0.0, -1.9, 1.7], [-0.7, 0.6, -0.8], [-0.4, 1.2, 0.9], [-0.8, 1.1, 1.1]]
}

{
  "formula": "C3H4BrFO",
  "method": "wB97M-V/def2-TZVPD",
  "lumo_energy_ev": -0.520,
  "charge": 0,
  "max_force_ev_per_a": 2.895,
  "de_lowest_kcal_mol": 87.1,
  "elements": ["C", "C", "C", "O", "F", "Br", "H", "H", "H", "H"],
  "xyz": [[1.973300, 0.814930, -0.261433], [-1.203337, -0.073166, 0.141816], [-0.823525, -1.300257, -0.441418], [1.577552, 1.822239, -0.668017], [1.746843, 0.449424, 0.983746], [-1.932471, -2.633660, 0.071185], [-0.632025, 0.145020, 0.988972], [-1.134264, 0.724571, -0.533119], [-2.135493, 0.012037, 0.569487], [2.563422, 0.038861, -0.851221]],
  "forces_ev_per_a": [[1.3, -2.2, -1.1], [-0.7, 0.7, -0.1], [1.5, -1.0, -1.1], [-0.7, 2.1, -1.0], [0.1, -0.7, 1.1], [-0.7, -1.1, 0.3], [1.8, 0.3, 1.2], [0.8, 1.3, -1.1], [-2.8, -0.2, 0.8], [-0.7, 0.7, 0.9]]
}